Formula: C38H37BrCl3GeKN6O2Si
Source: OMol25
Level of theory: ωB97M-V with the def2-TZVPD basis set

## Properties
**Multiplicity**: 1
**Total energy**: -241367.332 eV
**LUMO level (alpha / beta)**: 3.11 / 3.10 eV
**Maximum force**: 5.489 eV/A
**Gap between HOMO and LUMO (alpha / beta)**: 0.0711 / 0.0716 Ha
**HOMO (alpha / beta)**: 1.1700 / 1.1566 eV
**Total charge**: -2

```
90
Properties=species:S:1:pos:R:3:forces:R:3
Ge 2.2641 -3.8326 -0.5588 0.436 3.175 0.756
H -0.5056 2.2883 1.4602 1.256 1.436 -1.065
H 0.5949 -3.0943 -5.5739 -0.126 -0.400 1.546
H 0.7284 -8.3938 -1.6353 -0.114 -1.046 -0.343
N -4.0671 0.8714 0.5724 0.499 -1.020 0.654
C 1.1620 5.5567 0.9293 -0.816 1.426 0.277
C 0.5029 -8.1143 0.5173 0.248 0.752 0.199
C 1.4019 -5.4988 -0.1264 -0.037 -1.054 0.444
C -2.0205 8.8191 0.9067 1.226 -0.567 -0.393
C 1.1094 -5.8290 1.2099 -0.849 -1.669 -1.140
K -0.2629 -1.3932 2.2783 0.813 -0.720 -0.500
H 2.0349 -1.3591 0.4114 0.172 0.434 0.050
H 2.8967 -2.6668 1.6639 0.561 -0.227 0.528
Cl -1.7291 0.1186 4.9379 -0.921 -0.764 0.494
C -0.2429 -2.7839 -1.7452 -2.199 0.561 -0.032
C 0.3482 -3.1015 -4.4674 0.190 0.273 0.693
C 5.7857 -3.2378 -2.9585 -0.087 0.184 0.774
H 6.3996 -6.5198 -2.3355 -0.256 0.385 -0.036
C -3.2116 1.8787 0.8736 0.578 -0.916 0.034
C 3.9945 -4.1991 -1.5949 -0.156 0.512 0.823
H 3.7614 5.3375 0.2788 -0.280 0.541 0.228
C 1.6434 -0.3444 -0.2115 -0.521 3.290 -1.509
C 0.8467 -7.7573 -0.7933 -0.777 0.179 0.022
C 1.9264 4.3268 0.9196 0.429 -0.282 -0.369
H 1.2903 -6.1749 -2.2252 0.104 -0.415 1.522
C 4.6494 -3.0876 -2.1513 -0.129 0.618 -0.732
C 1.1897 -6.4618 -1.1289 0.268 0.588 -0.326
H 0.7684 -0.6705 -0.7682 -0.264 0.432 -0.239
O -0.0368 3.1181 1.0515 -1.247 -1.877 1.211
H -6.9278 3.1912 -0.0620 0.466 -0.438 0.284
H -7.7237 3.0613 1.4294 0.499 -0.549 0.155
H -0.5869 4.8309 1.8136 0.675 0.930 0.118
H -5.3296 1.4005 -0.9782 -0.285 -0.035 0.262
N 1.5132 6.6741 0.3062 -0.737 -0.554 0.200
C -1.7401 7.5990 1.5412 -1.762 0.354 1.004
H 0.3938 -7.3789 2.5168 -0.316 -0.103 0.440
Br 5.8539 3.5051 -0.0379 -0.048 -0.425 0.071
H -7.4597 -0.5011 1.9248 0.632 0.481 0.225
C 0.0248 8.5532 -0.3514 0.736 1.102 0.107
C 3.4334 2.0018 0.6656 1.035 -0.510 -1.474
H -7.5108 0.9182 0.1961 0.024 -0.053 -0.218
C -6.6576 1.1951 0.8141 0.963 0.544 -0.569
H 4.2302 -2.0799 -1.9438 0.158 -0.698 -0.451
H 7.3736 -4.5897 -3.5317 -0.256 -0.022 0.058
H 4.2118 -6.2240 -1.0922 0.097 -0.502 0.040
N -2.0408 1.3785 1.2477 -2.064 -1.309 1.144
H -5.5397 -0.2739 -0.3681 0.375 1.328 0.431
C 1.3161 -3.2960 -3.4305 -1.021 -0.328 -1.473
N -2.2548 0.0098 1.3684 -1.152 1.294 -2.369
C -5.4132 0.8126 -0.0544 -0.005 -1.074 -0.497
H -1.7776 -2.8206 -4.7627 -0.259 0.363 -0.475
O 1.2528 0.7392 0.6837 1.356 2.543 0.082
H 4.0407 1.1314 0.4482 -0.180 -0.234 0.249
C 3.2698 4.4271 0.5579 1.336 -1.640 -0.182
N -3.4023 -0.3251 0.8670 0.217 1.984 0.823
H 1.2090 -5.1074 2.0045 0.238 0.271 0.011
H -1.3949 10.2488 -0.5934 0.514 -1.364 0.238
H -2.2589 -2.2338 -2.4911 0.464 -0.293 0.282
C -1.2411 -2.5718 -2.7314 0.237 -0.202 0.710
H -2.9070 9.3766 1.1535 -0.263 -0.026 -0.059
H -5.7123 -0.1608 2.1741 0.007 -0.252 0.325
H 2.4875 -0.0600 -0.8507 -0.207 0.234 -0.074
H -6.9134 0.8510 2.9562 -0.135 0.153 0.378
C 0.4316 7.5254 0.4912 -0.440 -0.367 -0.327
C -0.5305 6.9890 1.4006 1.837 -1.331 -1.961
C 2.3344 -2.4161 0.7740 0.276 -5.454 0.554
C -6.6908 0.2931 2.0622 -0.386 0.008 -0.565
C -1.1283 9.2753 -0.0880 -1.158 0.869 0.575
H 2.2639 -3.6708 -3.7849 0.488 0.213 0.268
H -3.4551 2.9298 0.9572 0.025 -0.156 -0.617
C 0.5838 -7.1254 1.4925 1.112 1.009 -0.367
C 6.4372 -4.4814 -2.9795 0.107 0.748 -1.034
C -6.7802 2.7354 0.9402 -0.789 0.796 0.022
C 1.0177 -3.2086 -2.0565 1.268 -0.545 -0.727
Cl 0.4682 2.2249 6.2965 0.095 0.139 0.916
H -2.5223 7.1205 2.1363 0.209 0.194 0.018
H 0.6361 8.8367 -1.1966 0.267 0.000 0.053
N -0.0362 5.6873 1.6172 -0.643 -0.093 0.258
H -0.5412 -2.6536 -0.6997 0.239 -0.026 -0.232
C 4.6777 -5.3959 -1.5974 0.427 -0.318 -1.329
Cl 1.3456 0.0127 4.0758 0.168 0.671 0.585
C 2.0610 1.8859 0.7724 -2.792 -0.804 0.756
C 4.0283 3.2527 0.4440 -1.540 1.205 0.722
H 6.2024 -2.3879 -3.5176 -0.123 -0.312 0.455
Si -0.2611 1.5592 4.4415 0.948 0.420 -1.367
C 1.3089 3.0761 1.0158 0.596 0.107 -0.588
C 5.8752 -5.5533 -2.3487 -0.474 -0.932 1.567
H -5.9776 3.3204 1.4325 -0.150 -0.746 -0.132
C -0.9686 -2.8117 -4.0599 1.016 -0.072 -0.355
H 0.1784 -9.0968 0.8531 0.077 -0.023 -0.516
```
Forces are in eV/Å.

These are the Mulliken partial charges, in e, on atoms 1 to 8: 1.56, 0.54, 0.27, 0.39, 0.59, 0.18, -0.55, 0.07